The following is a DFT calculation (ωB97M-V/def2-TZVPD) of a 2-piece molecular cluster, C5H16N4 overall.

The calculation puts the total energy at -11400.157 eV. The calculation puts the lowest unoccupied orbital energy at 0.987 eV. The frontier orbital gap comes out at 0.2841 hartree. The energy relative to the best compared isomer or geometry (same formula, charge and spin) is 5.379 eV. The HOMO energy is -6.74 eV.

Cartesian coordinates (Å):
C: -1.169 0.300 -0.667
C: -0.528 -0.529 2.045
C: -1.895 1.620 -0.555
N: -0.081 -1.019 0.754
N: -0.442 -2.363 0.488
H: 0.095 -2.624 -0.341
H: -0.162 -2.969 1.261
H: -0.770 0.080 -1.652
H: -1.886 -0.502 -0.483
H: -1.516 -0.920 2.293
H: 0.179 -0.812 2.835
H: -0.580 0.559 2.013
H: -2.111 1.846 0.493
H: -2.864 1.567 -1.074
H: -1.318 2.446 -0.971
N: 1.714 -1.267 -0.827
N: 1.371 1.393 -1.499
C: 1.232 -0.403 0.233
C: 0.861 0.985 -0.210
H: 2.511 -1.802 -0.506
H: 2.007 -0.668 -1.598
H: 0.649 1.478 -2.214
H: 1.859 2.283 -1.487
H: 1.909 -0.415 1.096
H: 0.935 1.737 0.573

Mulliken atomic charge list, values in e, 4 entries: -0.604 -1.113 -1.018 0.377